<one>
{"formula": "C5H13O3", "method": "wB97M-V/def2-TZVPD", "e_lumo_ha": 0.127, "homo_energy_ev": -3.93, "charge": -1, "gap_ev": 7.38, "elements": ["C", "O", "C", "C", "C", "C", "H", "H", "H", "H", "H", "H", "H", "H", "H", "H", "H", "O", "H", "H", "O"], "coordinates": [[0.852, 1.643, 0.287], [-0.213, 1.486, 1.192], [1.338, 0.304, -0.405], [0.307, -0.268, -1.444], [-1.165, -0.111, -1.133], [-1.967, 0.496, -1.988], [1.718, 1.946, 0.914], [0.532, 2.326, -0.521], [2.275, 0.375, -0.956], [1.433, -0.376, 0.422], [0.384, -1.375, -1.499], [0.569, 0.237, -2.388], [-1.524, -0.445, -0.170], [-1.682, 0.941, -2.944], [-3.042, 0.709, -1.881], [0.081, -1.898, 2.652], [-1.041, -2.113, 1.459], [-1.053, -2.085, 2.408], [1.225, -1.072, 1.781], [-0.272, 0.575, 1.492], [1.246, -1.298, 2.722]]}



<two>
{"formula": "C5H13O3", "method": "wB97M-V/def2-TZVPD", "e_lumo_ha": 0.139, "homo_energy_ev": -3.28, "charge": -1, "gap_ev": 7.06, "elements": ["C", "O", "C", "C", "C", "C", "O", "H", "H", "H", "H", "H", "H", "H", "H", "H", "H", "H", "H", "H", "O"], "coordinates": [[-1.330, -2.138, -0.842], [-0.720, -2.082, -2.129], [-0.784, -1.019, 0.012], [-1.141, 0.426, -0.377], [-0.656, 1.475, 0.803], [0.860, 1.591, 0.951], [1.354, 0.395, 1.286], [-2.361, -1.921, -1.119], [-0.940, -3.259, -0.610], [-0.122, -1.302, -2.162], [-0.991, -1.256, 1.033], [0.331, -1.036, 0.426], [-0.458, 0.588, -1.194], [-2.259, 0.606, -0.607], [-1.108, 0.965, 1.691], [-1.190, 2.332, 0.530], [1.189, 2.170, 1.948], [1.189, 1.960, -0.063], [2.445, 0.059, -0.068], [3.350, 0.761, 0.736], [3.341, 0.683, -0.246]]}



<three>
{"formula": "C5H13O3", "method": "wB97M-V/def2-TZVPD", "e_lumo_ha": 0.134, "homo_energy_ev": -3.92, "charge": -1, "gap_ev": 7.55, "elements": ["C", "O", "C", "C", "C", "C", "H", "H", "H", "H", "H", "H", "H", "H", "H", "H", "H", "O", "H", "H", "O"], "coordinates": [[1.352, -1.122, -0.504], [0.688, -2.000, 0.389], [0.798, 0.275, -0.401], [1.166, 1.026, 0.893], [-0.078, 1.354, 1.680], [-0.580, 0.553, 2.602], [1.319, -1.515, -1.517], [2.416, -1.173, -0.281], [1.066, 0.873, -1.280], [-0.277, 0.131, -0.562], [1.742, 1.906, 0.666], [1.730, 0.339, 1.518], [-0.655, 2.213, 1.357], [-0.037, -0.340, 2.903], [-1.563, 0.654, 3.044], [-1.909, -0.387, -2.477], [-2.774, 0.008, -0.963], [-2.610, -0.797, -1.472], [-0.588, 0.272, -2.491], [-0.243, -2.015, 0.100], [-0.964, -0.255, -3.204]]}



Energy ordering: <three> at the bottom, the next structure 8.8 kcal/mol above.



<one>
{"formula": "CH3O4P", "method": "wB97M-V/def2-TZVPD", "e_lumo_ha": -0.007, "homo_energy_ev": -8.78, "gap_ev": 8.59, "elements": ["C", "O", "O", "O", "O", "P", "H", "H", "H"], "coordinates": [[0.841, -0.574, -0.349], [-2.340, 2.503, 0.524], [1.539, -0.192, 0.639], [0.275, -1.800, -0.205], [-0.861, 0.569, 0.166], [-1.119, 2.064, -0.136], [1.085, -0.032, -1.319], [1.078, -0.606, 1.488], [-0.499, -1.934, -0.807]]}



<two>
{"formula": "CH3O4P", "method": "wB97M-V/def2-TZVPD", "e_lumo_ha": 0.030, "homo_energy_ev": -9.62, "gap_ev": 10.44, "smiles": "OPOC1OO1", "elements": ["O", "P", "O", "C", "O", "O", "H", "H", "H"], "coordinates": [[-1.782, -0.848, 0.186], [-0.976, 0.438, 0.846], [-0.053, 1.035, -0.476], [1.299, 0.289, -0.559], [2.009, 0.134, 0.564], [1.297, -0.907, 0.120], [-1.452, -1.682, 0.471], [-1.912, 1.201, 0.410], [1.569, 0.341, -1.563]]}



Energy ordering: <one> at the bottom, the next structure 80.1 kcal/mol above.



<one>
{"formula": "C18H25NO5", "method": "wB97M-V/def2-TZVPD", "e_lumo_ha": 0.019, "homo_energy_ev": -8.48, "gap_ev": 9.00, "smiles": "CCCC[C@H](CCC(=O)Nc1ccccc1C(=O)OCC)C(=O)O", "elements": ["C", "C", "C", "C", "C", "C", "C", "C", "O", "N", "C", "C", "C", "C", "C", "C", "C", "O", "O", "C", "C", "C", "O", "O", "H", "H", "H", "H", "H", "H", "H", "H", "H", "H", "H", "H", "H", "H", "H", "H", "H", "H", "H", "H", "H", "H", "H", "H", "H"], "coordinates": [[-4.371, -2.344, -2.064], [-3.799, -1.088, -1.416], [-4.285, -0.932, 0.023], [-3.856, 0.379, 0.683], [-2.346, 0.482, 0.928], [-2.037, 1.606, 1.933], [-0.559, 1.649, 2.328], [0.297, 2.189, 1.191], [-0.032, 3.165, 0.550], [1.446, 1.484, 1.009], [2.390, 1.616, 0.006], [2.457, 2.752, -0.803], [3.417, 2.859, -1.788], [4.335, 1.839, -1.993], [4.279, 0.708, -1.208], [3.318, 0.573, -0.204], [3.280, -0.664, 0.597], [2.600, -0.832, 1.595], [4.093, -1.611, 0.124], [4.092, -2.866, 0.802], [2.936, -3.742, 0.341], [-1.574, 0.777, -0.340], [-0.557, 0.217, -0.666], [-2.111, 1.763, -1.055], [-4.074, -3.229, -1.506], [-4.010, -2.446, -3.085], [-5.458, -2.302, -2.086], [-2.710, -1.144, -1.434], [-4.100, -0.212, -1.994], [-3.921, -1.773, 0.619], [-5.377, -0.974, 0.028], [-4.175, 1.223, 0.071], [-4.361, 0.456, 1.649], [-1.970, -0.466, 1.327], [-2.643, 1.448, 2.827], [-2.312, 2.565, 1.491], [-0.440, 2.335, 3.171], [-0.217, 0.660, 2.635], [1.566, 0.622, 1.542], [1.744, 3.544, -0.646], [3.452, 3.749, -2.400], [5.087, 1.928, -2.763], [4.985, -0.094, -1.358], [4.028, -2.689, 1.881], [5.054, -3.320, 0.557], [2.982, -3.888, -0.735], [1.990, -3.269, 0.591], [2.991, -4.708, 0.835], [-1.528, 2.004, -1.791]]}



<two>
{"formula": "C18H25NO5", "method": "wB97M-V/def2-TZVPD", "e_lumo_ha": 0.021, "homo_energy_ev": -8.57, "gap_ev": 9.15, "smiles": "CCOc1ccc(C(=O)OCC(=O)NC2CCCC2)cc1OCC", "elements": ["C", "C", "O", "C", "C", "C", "C", "C", "O", "O", "C", "C", "O", "N", "C", "C", "C", "C", "C", "C", "C", "O", "C", "C", "H", "H", "H", "H", "H", "H", "H", "H", "H", "H", "H", "H", "H", "H", "H", "H", "H", "H", "H", "H", "H", "H", "H", "H", "H"], "coordinates": [[-4.771, -0.233, 2.560], [-5.058, 0.245, 1.140], [-4.037, -0.114, 0.227], [-2.868, 0.583, 0.182], [-2.602, 1.709, 0.957], [-1.389, 2.363, 0.889], [-0.399, 1.906, 0.027], [0.901, 2.604, 0.002], [1.208, 3.510, 0.737], [1.727, 2.098, -0.938], [3.053, 2.599, -0.996], [4.094, 1.546, -0.595], [5.280, 1.792, -0.635], [3.567, 0.373, -0.213], [4.347, -0.767, 0.212], [3.974, -1.179, 1.654], [3.366, -2.584, 1.558], [2.913, -2.707, 0.105], [4.028, -1.995, -0.655], [-0.662, 0.800, -0.775], [-1.877, 0.132, -0.720], [-1.955, -0.969, -1.521], [-3.185, -1.370, -2.104], [-3.793, -0.290, -2.990], [-3.872, 0.232, 2.957], [-5.611, 0.013, 3.203], [-4.628, -1.311, 2.563], [-5.240, 1.326, 1.115], [-5.947, -0.260, 0.753], [-3.347, 2.083, 1.640], [-1.192, 3.226, 1.505], [3.255, 2.919, -2.022], [3.154, 3.462, -0.327], [2.564, 0.262, -0.244], [5.391, -0.459, 0.124], [3.247, -0.470, 2.052], [4.843, -1.162, 2.308], [4.129, -3.336, 1.763], [2.550, -2.728, 2.263], [2.788, -3.742, -0.208], [1.962, -2.190, -0.041], [3.745, -1.707, -1.666], [4.906, -2.639, -0.712], [0.078, 0.433, -1.467], [-2.907, -2.240, -2.706], [-3.899, -1.682, -1.337], [-4.666, -0.686, -3.501], [-4.096, 0.567, -2.394], [-3.068, 0.039, -3.731]]}



Energy ordering: <one> at the bottom, the next structure 40.2 kcal/mol above.



<one>
{"formula": "H26NeO13", "method": "wB97M-V/def2-TZVPD", "e_lumo_ha": -0.032, "homo_energy_ev": -9.75, "gap_ev": 8.89, "elements": ["Ne", "O", "H", "H", "O", "H", "H", "O", "H", "H", "O", "H", "H", "O", "H", "H", "O", "H", "H", "O", "H", "H", "O", "H", "H", "O", "H", "H", "O", "H", "H", "O", "H", "H", "O", "H", "H", "O", "H", "H"], "coordinates": [[0.173, 0.339, -0.182], [2.090, 2.457, -0.725], [2.218, 1.509, -0.711], [2.907, 2.805, -1.082], [-2.895, 2.026, -1.955], [-3.460, 1.387, -1.521], [-2.275, 2.297, -1.278], [0.396, 1.174, -2.846], [1.042, 0.843, -3.470], [0.792, 1.969, -2.488], [-1.801, -2.966, 0.609], [-1.530, -3.811, 0.970], [-2.197, -3.182, -0.235], [-1.242, 2.910, 0.491], [-1.296, 2.080, 0.965], [-0.412, 3.293, 0.772], [-3.346, -1.176, 2.131], [-2.875, -1.848, 1.640], [-2.674, -0.539, 2.374], [0.657, -1.376, 3.160], [1.383, -1.850, 2.754], [0.099, -2.061, 3.529], [-1.136, 0.643, 2.528], [-0.488, -0.035, 2.720], [-1.428, 0.945, 3.388], [1.136, -4.112, 0.643], [1.733, -3.971, 1.379], [1.248, -3.338, 0.092], [1.650, -2.290, -2.392], [2.337, -1.712, -2.723], [0.943, -1.699, -2.134], [3.042, -0.156, -0.341], [2.981, -0.924, 0.226], [3.713, 0.392, 0.067], [1.009, 3.746, 1.638], [1.490, 3.334, 2.357], [1.589, 3.659, 0.881], [-2.163, -0.086, -3.918], [-1.418, 0.345, -3.499], [-1.989, -1.021, -3.814]]}



<two>
{"formula": "H26NeO13", "method": "wB97M-V/def2-TZVPD", "e_lumo_ha": -0.027, "homo_energy_ev": -10.54, "gap_ev": 9.81, "elements": ["Ne", "O", "H", "H", "O", "H", "H", "O", "H", "H", "O", "H", "H", "O", "H", "H", "O", "H", "H", "O", "H", "H", "O", "H", "H", "O", "H", "H", "O", "H", "H", "O", "H", "H", "O", "H", "H", "O", "H", "H"], "coordinates": [[0.124, 0.002, 0.017], [-0.828, -3.296, 1.663], [-0.892, -2.538, 2.244], [-1.240, -3.009, 0.848], [0.965, -2.924, -0.859], [0.721, -2.159, -1.380], [0.344, -2.927, -0.131], [-2.685, 1.338, -2.011], [-3.012, 0.845, -1.258], [-3.416, 1.343, -2.629], [-3.857, -0.198, 0.032], [-4.675, 0.273, -0.127], [-3.714, -0.121, 0.975], [2.647, 1.185, 2.964], [2.867, 0.657, 2.197], [2.522, 0.546, 3.667], [0.801, -1.038, -3.057], [0.661, -0.098, -2.942], [-0.055, -1.377, -3.320], [-1.726, -1.154, 3.195], [-1.228, -0.337, 3.227], [-2.637, -0.876, 3.105], [0.755, 3.219, 2.100], [1.163, 3.307, 1.238], [1.233, 2.505, 2.520], [-0.042, 1.769, -3.107], [-0.394, 2.307, -3.816], [-0.776, 1.659, -2.503], [1.460, 2.793, -0.928], [1.193, 2.473, -1.790], [1.648, 3.722, -1.065], [4.206, 2.116, -0.157], [4.291, 1.576, -0.943], [3.274, 2.081, 0.058], [-2.379, -2.381, -0.808], [-2.945, -1.618, -0.696], [-2.178, -2.396, -1.744], [2.725, -2.056, 1.690], [3.112, -2.733, 2.244], [1.966, -2.479, 1.289]]}



Energy ordering: <two> at the bottom, the next structure 11.6 kcal/mol above.



<one>
{"formula": "C5H8NO", "method": "wB97M-V/def2-TZVPD", "e_lumo_ha": -0.227, "homo_energy_ev": -11.72, "charge": 1, "gap_ev": 5.55, "elements": ["C", "C", "C", "C", "C", "N", "O", "H", "H", "H", "H", "H", "H", "H", "H"], "coordinates": [[1.051, 0.077, 0.114], [0.060, 0.678, 0.708], [0.054, -2.382, -1.065], [1.229, -0.303, -1.418], [-1.095, 1.095, 1.244], [-1.372, 2.380, 1.554], [0.182, -1.310, -1.689], [1.922, -0.235, 0.821], [0.444, -2.570, -0.076], [-0.695, -3.040, -1.501], [0.877, 0.556, -2.018], [2.216, -0.693, -1.619], [-1.912, 0.361, 1.456], [-2.366, 2.483, 1.897], [-0.595, 2.902, 1.592]]}



<two>
{"formula": "C5H8NO", "method": "wB97M-V/def2-TZVPD", "e_lumo_ha": [-0.242, -0.257], "homo_energy_ev": [-14.39, -14.68], "charge": 1, "gap_ev": [7.80, 7.70], "smiles": "CC1=C([N+](C)=O)C1", "elements": ["C", "C", "C", "N", "C", "O", "C", "H", "H", "H", "H", "H", "H", "H", "H"], "coordinates": [[-1.199, 0.129, -1.267], [-0.445, 0.843, -0.261], [0.670, 0.691, 0.594], [1.535, -0.141, 1.215], [1.218, -1.516, 1.231], [2.500, 0.283, 1.880], [0.266, 2.057, 0.247], [-2.126, -0.175, -0.752], [-0.618, -0.827, -1.518], [-1.657, 0.717, -2.115], [0.088, -1.483, 1.372], [1.705, -2.013, 2.099], [1.501, -2.299, 0.444], [0.553, 2.649, -0.738], [-0.171, 2.827, 0.941]]}



Energy ordering: <one> at the bottom, the next structure 43.6 kcal/mol above.



<one>
{"formula": "C5H8NO", "method": "wB97M-V/def2-TZVPD", "e_lumo_ha": -0.185, "homo_energy_ev": -13.86, "charge": 1, "gap_ev": 8.83, "elements": ["C", "C", "C", "C", "C", "N", "O", "H", "H", "H", "H", "H", "H", "H", "H"], "coordinates": [[0.889, -0.379, 1.843], [0.385, 1.039, 1.532], [-0.341, 0.248, -1.845], [-0.055, -0.914, -2.691], [-0.470, 1.238, -1.208], [-0.225, -0.569, 2.463], [-0.797, 0.657, 2.410], [0.967, 1.959, 1.944], [-0.223, -1.741, -1.993], [-0.811, -1.165, -3.489], [1.630, -1.113, 1.538], [0.898, -1.043, -3.167], [-1.234, 1.905, -0.882], [0.024, 1.194, 0.398], [-0.637, -1.315, 3.149]]}



<two>
{"formula": "C5H8NO", "method": "wB97M-V/def2-TZVPD", "e_lumo_ha": [-0.177, -0.164], "homo_energy_ev": [-12.53, -13.19], "charge": 1, "gap_ev": [7.72, 8.73], "elements": ["C", "C", "C", "C", "C", "N", "O", "H", "H", "H", "H", "H", "H", "H", "H"], "coordinates": [[-0.458, -1.710, 0.920], [-1.353, -0.651, 0.366], [1.505, 0.784, -0.321], [0.206, 1.252, 0.139], [0.767, -0.408, -0.792], [-0.551, 0.187, -0.503], [-0.477, -2.717, 1.464], [-2.265, -1.099, -0.162], [-1.743, 0.039, 1.095], [2.159, 1.443, -1.129], [2.273, 0.377, 0.389], [0.028, 1.057, 1.244], [-0.002, 2.231, -0.020], [1.000, -1.256, -1.440], [-1.090, 0.471, -1.249]]}



Energy ordering: <two> at the bottom, the next structure 30.9 kcal/mol above.



<one>
{"formula": "C6H12O2", "method": "wB97M-V/def2-TZVPD", "e_lumo_ha": [0.113, 0.118], "homo_energy_ev": [0.87, -6.58], "charge": -1, "gap_ev": [2.21, 9.79], "multiplicity": 2, "elements": ["O", "C", "C", "C", "C", "C", "C", "H", "H", "H", "H", "H", "H", "H", "H", "H", "H", "H", "H", "O"], "coordinates": [[-2.564, -1.233, -1.989], [-2.299, -0.453, -1.118], [-1.010, 0.335, -1.004], [-0.359, 0.163, 0.395], [1.047, -0.368, 0.464], [1.327, -1.605, 0.097], [2.762, -2.106, 0.046], [-3.105, -0.078, -0.391], [-0.382, 0.114, -1.877], [-1.178, 1.425, -1.119], [-0.295, 1.188, 0.795], [-1.086, -0.555, 0.892], [1.897, 0.271, 0.842], [0.731, -2.207, -0.577], [3.282, -2.174, 0.993], [3.424, -1.492, -0.585], [2.864, -3.126, -0.440], [-1.559, 4.696, 1.748], [-2.120, 3.337, 1.592], [-1.376, 3.869, 1.237]]}



<two>
{"formula": "C6H12O2", "method": "wB97M-V/def2-TZVPD", "e_lumo_ha": [0.127, 0.124], "homo_energy_ev": [0.47, -2.74], "charge": -1, "gap_ev": [2.97, 6.10], "multiplicity": 2, "elements": ["C", "C", "C", "C", "C", "C", "H", "H", "H", "H", "H", "H", "H", "H", "H", "H", "O", "H", "H", "O"], "coordinates": [[-1.010, -0.967, 1.458], [-0.604, -1.839, 2.369], [-0.648, 0.364, -0.586], [-0.293, -0.619, 0.210], [-0.358, 1.986, -2.301], [0.118, 0.930, -1.669], [-1.972, -0.450, 1.836], [-0.929, -2.150, 3.426], [0.205, -2.379, 1.870], [-1.556, 0.940, -0.218], [0.671, -1.119, 0.273], [-1.425, 2.149, -2.255], [0.163, 2.752, -2.757], [1.158, 0.644, -1.890], [1.659, 3.838, 1.463], [2.333, 3.563, 0.040], [1.654, 3.196, 0.710], [0.552, -4.304, -0.350], [-0.245, -3.175, -1.033], [0.527, -3.361, -0.596]]}



Energy ordering: <one> at the bottom, the next structure 25.5 kcal/mol above.